Entry 1:
{"formula": "C7H12N2O2", "method": "the ωB97M-V functional and the def2-TZVPD basis", "elements": ["O", "C", "N", "O", "C", "C", "C", "C", "C", "N", "C", "H", "H", "H", "H", "H", "H", "H", "H", "H", "H", "H", "H"], "coordinates": [[-2.111, 1.547, -0.424], [-1.908, 0.271, -0.452], [-2.538, -0.849, -0.188], [-3.721, -0.544, 0.539], [-0.578, -0.161, -1.060], [0.211, -1.416, -0.658], [1.495, -0.867, -0.038], [1.077, -0.345, 1.357], [0.374, 0.962, 1.064], [0.406, 0.973, -0.460], [1.791, 0.461, -0.755], [-3.826, 0.416, 0.650], [-0.562, 0.120, -2.182], [0.586, -1.999, -1.582], [-0.158, -2.108, 0.167], [2.370, -1.590, -0.033], [1.915, 0.009, 2.053], [0.461, -1.085, 1.935], [-0.710, 0.859, 1.315], [0.825, 1.866, 1.467], [0.186, 1.905, -0.849], [2.476, 1.096, -0.033], [1.940, 0.476, -1.835]], "atomic_forces_ev_per_a": [[-0.4, -2.0, 0.6], [0.5, -0.7, -1.5], [-0.5, 2.4, 1.5], [-0.8, -0.7, 0.0], [1.2, 2.4, -0.6], [1.4, -1.7, -0.9], [1.9, -0.4, 0.5], [1.7, 0.1, 2.1], [-2.8, -0.8, -1.1], [0.3, 0.7, -0.4], [-0.4, 0.9, 2.4], [0.4, 0.0, -0.4], [0.1, -0.8, 1.6], [-1.2, 0.6, 1.3], [-0.5, 0.9, -1.7], [-1.2, 0.8, 0.1], [-0.6, -1.3, -1.0], [0.5, 0.8, -0.7], [1.0, 0.7, 0.1], [-0.1, -0.1, -0.2], [-0.3, -0.7, 0.3], [-0.7, -1.1, -2.2], [0.5, -0.1, 0.3]], "lumo_energy_ev": 0.16, "gap_ha": 0.27695, "e_homo_ev": -7.372}

***

Entry 2:
{"formula": "H9O5", "method": "the ωB97M-V functional and the def2-TZVPD basis", "elements": ["O", "H", "O", "H", "H", "O", "H", "H", "O", "H", "H", "O", "H", "H"], "coordinates": [[0.871, -0.147, -0.846], [1.497, 0.521, -1.138], [1.593, -2.837, -1.412], [0.717, -3.283, -1.666], [1.392, -1.871, -1.282], [1.336, 0.088, 1.653], [1.148, -0.351, 0.645], [2.258, -0.114, 1.632], [-1.670, 1.681, -1.449], [-0.894, 1.106, -1.346], [-2.240, 1.230, -0.710], [-2.076, 1.340, 1.961], [-1.388, 0.875, 2.399], [-2.921, 0.882, 2.212]], "atomic_forces_ev_per_a": [[-0.2, -0.8, -0.2], [0.0, 0.0, 0.1], [-1.8, -1.1, -0.6], [2.0, 1.4, 0.6], [-0.4, 0.1, 0.0], [-0.9, -1.4, -1.5], [-0.4, 2.0, 1.0], [1.2, 0.0, 0.6], [-1.9, -1.6, 2.2], [0.8, -0.1, -0.1], [1.5, 1.6, -1.9], [-2.6, 0.1, -0.2], [1.2, -0.8, 0.4], [1.4, 0.6, -0.3]], "charge": -1, "lumo_energy_ev": 3.61, "gap_ha": 0.29454, "e_homo_ev": -4.408}

***

Entry 3:
{"formula": "C6H14BaO3", "method": "the ωB97M-V functional and the def2-TZVPD basis", "elements": ["C", "O", "C", "O", "C", "O", "C", "Ba", "H", "H", "H", "H", "H", "H", "H", "H", "H", "C", "H", "H", "C", "H", "H", "H"], "coordinates": [[2.726, 0.065, 1.136], [2.128, 1.272, 0.788], [2.904, -0.872, -0.069], [1.773, -0.816, -0.914], [0.519, -1.486, -0.599], [-2.042, 0.631, -0.533], [-3.165, 1.351, -0.981], [0.397, 1.289, -0.413], [2.135, -0.475, 1.906], [3.733, 0.214, 1.573], [3.096, -1.909, 0.259], [3.729, -0.501, -0.697], [0.759, -2.279, 0.128], [0.209, -1.870, -1.585], [-2.880, 2.289, -1.478], [-3.678, 0.749, -1.748], [-3.816, 1.580, -0.122], [-2.062, -1.162, -0.218], [-2.880, -1.140, -0.949], [-1.812, -2.141, -0.648], [-2.157, -1.328, 1.286], [-2.783, -0.563, 1.763], [-2.525, -2.334, 1.525], [-1.180, -1.111, 1.742]], "atomic_forces_ev_per_a": [[0.5, -0.4, 0.6], [2.4, -0.4, 1.7], [-0.1, 0.3, 0.0], [0.4, 0.2, -0.9], [0.1, 0.3, 0.0], [1.7, -0.1, 0.4], [-0.2, -1.4, 0.2], [-2.0, 0.7, -2.0], [0.1, 0.2, -0.1], [-0.2, -0.1, 0.0], [0.1, 0.2, -0.1], [-0.1, -0.3, 0.2], [-0.5, 0.0, -0.2], [0.0, -0.3, 0.5], [0.2, -0.1, 0.2], [-0.4, 0.2, 0.2], [-0.2, 0.0, -0.4], [-2.3, -0.7, -0.8], [-1.5, 0.5, 1.3], [2.6, 0.3, -0.1], [-0.4, 1.5, -0.1], [-0.3, -0.3, -0.3], [0.2, 0.2, 0.0], [-0.1, -0.7, -0.3]], "lumo_energy_ev": [-0.19, -0.19], "gap_ha": [0.22360, 0.22362], "e_homo_ev": [-6.274, -6.274]}

***

Entry 4:
{"formula": "C5H5ClN2O4", "method": "the ωB97M-V functional and the def2-TZVPD basis", "elements": ["C", "C", "C", "C", "C", "N", "N", "O", "O", "O", "O", "Cl", "H", "H", "H", "H", "H"], "coordinates": [[2.488, 1.313, -0.069], [0.882, -0.747, 0.396], [-2.258, -0.644, 0.398], [-1.206, -0.716, 1.448], [1.692, 0.476, -0.889], [3.193, 1.985, 0.521], [0.587, 1.203, -1.618], [0.334, 0.838, -2.768], [1.229, -1.886, 0.356], [0.110, 2.094, -1.031], [-0.064, -0.015, 0.873], [2.681, -0.436, -2.027], [-2.541, 0.395, 0.479], [-1.788, -0.719, -0.609], [-3.102, -1.331, 0.461], [-0.836, -1.658, 1.701], [-1.401, -0.153, 2.378]], "atomic_forces_ev_per_a": [[-0.2, 0.4, -0.6], [1.4, 0.5, -3.6], [0.1, 0.7, -0.9], [0.3, 0.7, 0.9], [-0.5, -3.1, 0.9], [0.7, 0.6, 0.9], [1.5, -2.0, -2.6], [-0.1, 0.2, 1.5], [-0.7, 1.6, 0.8], [-1.6, 2.2, 1.5], [0.6, 0.0, 0.4], [-0.3, 0.1, 0.6], [-0.9, 0.3, -0.4], [-0.4, -0.3, 0.7], [0.2, 0.1, 0.3], [0.2, -1.8, 0.4], [-0.3, -0.3, -0.5]], "lumo_energy_ev": -0.57, "gap_ha": 0.37218, "e_homo_ev": -10.693}

***

Entry 5:
{"formula": "C25H80O15", "method": "the ωB97M-V functional and the def2-TZVPD basis", "elements": ["C", "C", "C", "O", "H", "H", "H", "H", "H", "H", "H", "H", "C", "C", "C", "O", "H", "H", "H", "H", "H", "H", "H", "H", "C", "C", "C", "O", "H", "H", "H", "H", "H", "H", "H", "H", "C", "C", "C", "O", "H", "H", "H", "H", "H", "H", "H", "H", "C", "C", "C", "O", "H", "H", "H", "H", "H", "H", "H", "H", "C", "O", "H", "H", "H", "H", "C", "O", "H", "H", "H", "H", "C", "O", "H", "H", "H", "H", "C", "O", "H", "H", "H", "H", "C", "O", "H", "H", "H", "H", "C", "O", "H", "H", "H", "H", "C", "O", "H", "H", "H", "H", "C", "O", "H", "H", "H", "H", "C", "O", "H", "H", "H", "H", "C", "O", "H", "H", "H", "H"], "coordinates": [[3.896, 2.718, -0.863], [4.728, 1.687, -0.061], [5.903, 2.355, 0.641], [3.960, 1.125, 0.957], [3.705, 3.628, -0.294], [2.909, 2.309, -1.078], [4.459, 2.893, -1.779], [5.136, 0.929, -0.729], [6.277, 1.686, 1.416], [5.601, 3.299, 1.094], [6.669, 2.602, -0.095], [3.627, 1.872, 1.461], [0.254, 1.360, -6.481], [0.271, 0.582, -5.127], [0.166, -0.949, -5.278], [1.517, 0.890, -4.503], [1.005, 0.894, -7.118], [0.482, 2.422, -6.392], [-0.701, 1.154, -6.965], [-0.494, 0.909, -4.423], [0.248, -1.410, -4.294], [1.012, -1.232, -5.905], [-0.776, -1.212, -5.761], [1.514, 1.846, -4.418], [-6.160, -3.067, -2.364], [-6.044, -1.543, -2.294], [-4.724, -1.095, -1.719], [-6.049, -1.091, -3.639], [-5.966, -3.556, -1.409], [-5.504, -3.479, -3.130], [-7.170, -3.230, -2.740], [-6.881, -1.045, -1.804], [-4.704, -1.424, -0.680], [-4.570, -0.023, -1.843], [-3.961, -1.645, -2.271], [-6.445, -0.216, -3.648], [5.439, -3.347, 1.956], [4.555, -2.077, 1.591], [3.207, -1.959, 2.387], [5.273, -0.950, 1.929], [4.731, -4.174, 2.010], [5.787, -3.265, 2.986], [6.265, -3.624, 1.301], [4.333, -2.069, 0.524], [2.644, -2.849, 2.104], [2.617, -1.075, 2.147], [3.348, -2.003, 3.467], [4.810, -0.206, 1.537], [-0.562, -0.228, -1.310], [0.143, -0.114, 0.071], [-0.526, 0.870, 1.001], [0.126, -1.479, 0.593], [-0.468, 0.687, -1.895], [-1.614, -0.388, -1.075], [-0.216, -1.053, -1.932], [1.182, 0.122, -0.157], [-0.035, 1.048, 1.958], [-1.541, 0.543, 1.227], [-0.708, 1.841, 0.541], [0.413, -2.100, -0.080], [-2.612, -2.890, 1.991], [-1.516, -2.224, 2.603], [-3.406, -3.113, 2.704], [-3.016, -2.327, 1.150], [-2.355, -3.892, 1.648], [-0.977, -1.910, 1.873], [-3.203, 3.222, 3.436], [-2.006, 2.581, 3.776], [-3.239, 4.264, 3.754], [-3.333, 3.170, 2.356], [-4.044, 2.768, 3.960], [-2.239, 1.658, 3.900], [-0.013, 4.643, -0.957], [-0.150, 4.966, -2.314], [-0.825, 4.037, -0.558], [0.903, 4.130, -0.662], [-0.079, 5.575, -0.395], [-0.873, 5.583, -2.447], [1.280, 0.515, 4.698], [1.918, 0.088, 5.842], [0.355, 0.995, 5.018], [1.916, 1.245, 4.199], [0.942, -0.301, 4.059], [2.630, -0.534, 5.675], [-2.175, -3.933, -2.326], [-1.348, -5.116, -2.259], [-3.183, -4.202, -2.644], [-2.260, -3.348, -1.410], [-1.799, -3.253, -3.090], [-1.524, -5.630, -3.050], [0.893, 4.503, 4.562], [0.455, 4.110, 3.275], [1.280, 3.636, 5.097], [1.721, 5.204, 4.668], [0.118, 4.993, 5.152], [-0.296, 3.527, 3.411], [2.256, -4.213, -0.624], [1.033, -3.637, -1.051], [2.851, -4.593, -1.455], [3.016, -3.666, -0.066], [2.067, -5.025, 0.077], [0.527, -4.324, -1.491], [-3.306, -0.370, 4.760], [-2.326, -0.122, 3.756], [-3.979, -1.120, 4.344], [-2.873, -0.818, 5.655], [-3.814, 0.524, 5.123], [-2.033, -1.006, 3.522], [3.206, -1.069, -2.317], [3.875, -0.606, -3.511], [3.506, -2.083, -2.050], [3.364, -0.335, -1.527], [2.146, -1.133, -2.563], [3.279, 0.050, -3.880], [-3.900, 2.679, -0.215], [-3.689, 4.070, -0.474], [-4.832, 2.405, 0.281], [-4.084, 2.210, -1.182], [-3.064, 2.174, 0.268], [-3.557, 4.173, -1.419]], "atomic_forces_ev_per_a": [[0.4, -1.1, 0.2], [0.9, 2.3, -0.7], [0.2, 0.3, -0.7], [-1.1, -1.7, 0.7], [0.4, 0.1, 0.0], [0.1, -0.2, -0.3], [-0.3, 0.4, -0.1], [-0.5, -0.4, 0.1], [0.4, 0.1, -0.1], [-0.1, 0.0, 0.2], [0.3, -0.1, 0.2], [-0.3, 0.0, 0.5], [-0.4, -1.6, 0.6], [0.0, 0.2, -0.6], [0.4, 1.3, -0.2], [0.5, -0.2, 0.5], [0.2, 0.1, 0.0], [-0.3, -0.1, 0.1], [-0.1, 0.5, -0.1], [-0.4, 0.2, -0.3], [0.0, -0.1, -0.1], [-0.1, -0.4, 0.0], [0.1, -0.1, 0.1], [0.3, 0.2, 0.1], [-0.7, 0.7, -0.1], [0.8, 0.1, -0.6], [-0.1, -0.6, 0.4], [-0.4, 0.1, -0.8], [-0.2, 0.0, 0.0], [0.3, 0.2, 0.1], [-0.1, -0.5, 0.3], [-0.1, -0.4, 0.5], [0.4, 0.4, 0.3], [0.0, -0.1, 0.2], [0.3, 0.2, 0.0], [0.0, 0.1, -0.2], [-1.9, 0.5, 0.6], [3.0, -1.9, 0.6], [-0.9, 0.0, 0.6], [0.4, -1.8, 0.6], [0.1, -0.2, -0.3], [0.2, 0.3, -0.1], [-0.2, 0.6, -0.2], [-0.5, 0.4, -0.4], [0.0, 0.0, -0.3], [0.2, 0.0, -0.3], [0.5, 0.1, -0.1], [-1.2, 2.7, -0.8], [-0.4, 0.7, 0.8], [0.1, -1.2, -1.9], [-0.6, -0.1, 0.2], [-0.1, 1.2, 1.2], [0.0, 0.1, 0.0], [-0.2, 0.0, -0.3], [0.2, -0.1, 0.2], [0.3, 0.3, 0.4], [0.2, -0.2, -0.1], [0.0, -0.4, 0.2], [0.5, 0.0, -0.3], [0.1, -0.3, -0.5], [-0.3, -0.7, 0.0], [-0.7, -1.0, 0.3], [0.0, 0.6, 0.3], [-0.1, 0.1, 0.0], [0.4, 0.0, -0.3], [0.8, 0.3, -0.5], [-0.7, 0.4, -0.2], [0.6, 0.5, 0.5], [0.5, 0.1, -0.1], [-0.4, 0.2, 0.0], [-0.2, -0.2, -0.2], [0.6, -0.6, -0.2], [-0.9, 0.8, 1.3], [0.6, -0.8, -0.9], [-0.3, -0.3, -0.2], [0.3, 0.2, -0.8], [0.3, 0.0, 0.4], [0.0, 0.0, 0.3], [-0.7, 0.4, -0.5], [0.6, -0.7, 1.6], [0.1, 0.2, -0.1], [-0.2, 0.1, -0.6], [0.2, -0.1, -0.4], [-0.1, 0.1, -0.2], [-0.2, -0.1, -1.0], [-0.1, 0.9, 0.7], [-0.1, -0.1, 0.2], [0.4, -0.6, 0.3], [0.2, 0.1, -0.1], [0.0, 0.0, 0.0], [0.1, -0.4, 1.0], [0.9, 0.8, -0.2], [-0.3, -0.2, 0.3], [0.1, 0.2, -1.3], [-0.4, -0.3, 0.0], [-0.5, -0.3, 0.1], [0.4, -1.6, 0.0], [1.0, 1.0, 0.6], [-0.2, -0.2, -0.3], [-0.8, 1.4, -0.1], [-0.2, -0.4, -0.2], [-0.4, -0.3, -0.2], [0.1, -0.7, 0.2], [-0.8, 1.3, 1.2], [-0.6, 0.3, 0.3], [0.3, -0.1, 0.1], [-0.1, 0.1, -0.6], [0.7, -0.4, -0.8], [-0.2, 0.5, -1.5], [0.2, -0.7, 1.1], [0.4, 0.2, 0.0], [-0.1, -0.2, 0.4], [-0.2, 0.0, 0.4], [-0.3, 0.2, -0.4], [-0.4, -0.4, -1.5], [-0.1, -0.3, 0.7], [0.0, 0.8, 0.7], [0.4, -0.4, -0.2], [0.1, 0.3, 0.1], [0.0, 0.0, 0.1]], "charge": 1, "multiplicity": 2, "lumo_energy_ev": [-2.14, -8.56], "gap_ha": [0.34988, 0.11385], "s2": 0.754, "e_homo_ev": [-11.660, -11.660]}

***

Entry 6:
{"formula": "C2H2N3OS", "method": "the ωB97M-V functional and the def2-TZVPD basis", "elements": ["C", "C", "N", "N", "N", "O", "S", "H", "H"], "coordinates": [[1.525, -0.252, -0.302], [-0.806, 0.964, -0.767], [2.574, 0.019, -0.714], [-0.141, -0.927, 1.233], [0.300, -0.577, -0.061], [-1.410, 1.318, 0.197], [-0.577, 1.186, -2.326], [-0.872, -1.631, 1.093], [-0.593, -0.100, 1.647]], "atomic_forces_ev_per_a": [[0.7, -0.3, 0.3], [-0.3, -0.7, 2.1], [0.9, 0.3, 0.0], [0.2, 0.0, 0.3], [-2.4, 0.7, -0.9], [0.2, -0.2, -0.2], [0.3, 0.1, -1.3], [0.3, 0.5, 0.1], [0.1, -0.3, -0.2]], "charge": -1, "lumo_energy_ev": 3.64, "gap_ha": 0.28404, "e_homo_ev": -4.092}

***

Number 1: DFT total energy -533.78381 Eh. Number 2: DFT total energy -381.61941 Eh. Number 3: DFT total energy -487.99889 Eh. Number 4: DFT total energy -1064.01690 Eh. Number 5: DFT total energy -2128.54467 Eh. Number 6: DFT total energy -715.12253 Eh.